The following is a quantum chemistry calculation of C24H43NP2Ti as an isolated structure, from the OMol25 dataset.

XYZ file:
```
71
Properties=species:S:1:pos:R:3:mulliken_charge:R:1
P -0.34 -2.38 -2.47 0.7060
P 0.17 1.07 -3.46 1.2833
C -0.56 -1.50 -4.04 -1.0961
C 0.47 -0.41 -4.38 -1.1426
H -1.58 -1.11 -4.04 0.5186
H -0.53 -2.30 -4.80 0.6976
H 1.50 -0.77 -4.21 0.4575
H 0.39 -0.17 -5.45 0.5554
C -1.21 2.03 -4.16 -1.3795
H -1.51 2.84 -3.47 0.4284
H -2.08 1.37 -4.38 0.3844
H -0.84 2.47 -5.10 0.4695
C 1.58 2.21 -3.51 -1.3142
H 1.41 2.89 -4.36 0.5284
H 2.51 1.66 -3.66 0.4353
H 1.63 2.79 -2.58 0.2724
C -1.55 -3.70 -2.63 -1.3054
H -1.48 -4.40 -1.79 0.4396
H -1.32 -4.22 -3.57 0.4919
H -2.56 -3.28 -2.70 0.4240
C 1.25 -3.19 -2.73 -1.5064
H 2.05 -2.48 -2.98 0.4870
H 1.16 -3.89 -3.57 0.4569
H 1.58 -3.76 -1.86 0.4724
Ti -1.11 -2.07 1.03 -0.8075
C 1.47 2.14 0.07 -0.3035
C 0.19 2.47 -0.22 -1.1849
C -0.60 1.45 -0.97 0.4161
C -0.90 0.03 -0.39 0.1643
C -0.02 -1.11 -1.10 2.4633
C 1.43 -1.11 -1.08 -1.2866
C 2.28 0.05 -1.12 -0.1836
C 2.19 0.87 0.19 -0.2762
C 0.61 -2.85 2.01 -0.9823
H 2.21 2.94 0.09 0.3287
H -0.25 3.46 0.02 0.3176
H 0.08 1.08 -1.82 -1.5300
H -1.49 1.89 -1.47 1.0402
H -0.70 0.01 0.71 -0.3001
H -1.99 -0.15 -0.54 0.8326
H -0.76 -2.27 -0.65 0.0203
H 1.85 -2.00 -0.58 0.3357
H 2.07 0.68 -1.98 -1.0536
H 3.34 -0.20 -1.32 0.5900
H 1.77 0.24 0.98 -0.4527
H 3.24 1.17 0.46 0.5545
H 0.77 -1.81 2.35 0.2464
H 1.48 -3.21 1.44 0.4257
H 0.34 -3.44 2.92 0.4072
C 0.22 2.86 3.60 -0.8403
N 0.66 1.69 4.29 0.0712
C 1.31 1.87 5.54 -0.9441
C 0.54 0.40 3.66 -0.2564
C -0.92 0.02 3.55 0.9193
C -1.89 0.57 4.40 -0.3242
C -3.25 0.39 4.13 -0.6611
C -3.70 -0.48 3.13 -0.8062
C -2.76 -1.21 2.39 -1.3111
C -1.39 -0.90 2.62 1.0273
H 0.44 3.71 4.26 0.4685
H -0.86 2.82 3.39 0.2879
H 0.77 2.97 2.65 0.1091
H 0.56 2.03 6.34 0.2977
H 1.92 0.99 5.79 0.3005
H 1.91 2.78 5.47 0.3929
H 1.01 0.43 2.65 -0.6957
H 1.13 -0.33 4.25 0.5181
H -1.55 1.15 5.26 0.4667
H -3.96 0.93 4.75 0.4298
H -4.76 -0.66 2.99 0.4468
H -3.07 -2.09 1.76 0.5570
```

Properties
Gap between HOMO and LUMO (alpha / beta) = 4.581 / 4.580 eV
DFT total energy = -2526.17249 hartree
2S+1 = 1
Net charge = +2

=====

The following is a quantum chemistry calculation of C24H44BF4NO2RhSb as an isolated structure, from the OMol25 dataset.

XYZ file:
```
78
Properties=species:S:1:pos:R:3:mulliken_spin:R:1
Rh 1.09 -1.25 0.11 2.4010
C 0.08 -4.78 0.41 -0.0010
C 1.06 -4.53 -0.74 0.0237
C 2.49 -4.86 -0.32 -0.0013
C 0.92 -3.13 -1.31 -0.0826
C -0.33 -2.49 -1.40 0.0485
C -0.48 -1.22 -1.98 0.1479
C 0.62 -0.52 -2.50 0.1059
C 0.48 0.82 -3.13 0.0017
C 1.88 -1.15 -2.41 0.0588
C 2.03 -2.41 -1.83 0.0429
H 0.28 -5.75 0.85 -0.0003
H -0.96 -4.78 0.09 -0.0013
H 0.21 -4.03 1.20 0.0029
H 0.79 -5.20 -1.57 0.0011
H 2.85 -4.15 0.43 0.0002
H 3.18 -4.87 -1.16 -0.0004
H 2.52 -5.85 0.12 -0.0004
H -1.20 -2.98 -0.99 0.0166
H -1.46 -0.77 -2.02 -0.0340
H 0.76 0.77 -4.18 0.0059
H 1.14 1.55 -2.66 0.0052
H -0.54 1.19 -3.07 -0.0030
H 2.76 -0.62 -2.76 0.0069
H 3.02 -2.83 -1.76 0.0099
O 2.37 -1.80 1.82 0.1136
C 3.11 -0.82 1.55 -0.0080
O 2.97 -0.17 0.49 0.1471
C 4.19 -0.46 2.57 -0.0034
N 3.68 -0.91 3.92 0.0038
C 4.18 0.10 4.92 0.0006
C 4.07 1.40 4.15 0.0001
C 4.55 1.02 2.75 0.0028
H 5.07 -1.06 2.32 -0.0027
H 3.96 -1.86 4.15 0.0019
H 2.65 -0.91 3.88 -0.0039
H 5.21 -0.17 5.16 0.0000
H 3.56 0.03 5.82 0.0000
H 4.67 2.18 4.60 0.0001
H 3.04 1.73 4.12 -0.0001
H 5.64 1.12 2.68 0.0008
H 4.10 1.62 1.96 -0.0010
C -5.54 -1.61 0.07 0.0400
C -5.42 -0.10 0.23 0.0788
C -5.83 0.64 -1.03 -0.0028
Sb -3.48 0.47 0.96 0.4842
C -3.41 -0.11 3.04 0.1036
C -2.79 -1.49 3.22 0.0342
C -4.82 -0.02 3.62 0.0164
C -3.25 2.58 0.65 0.0563
C -2.78 2.87 -0.78 0.0542
C -2.35 3.26 1.68 -0.0048
H -6.57 -1.87 -0.16 0.0011
H -5.25 -2.16 0.97 0.0027
H -4.92 -1.96 -0.76 -0.0017
H -6.06 0.23 1.06 0.0080
H -5.20 0.36 -1.88 -0.0017
H -5.79 1.73 -0.93 0.0019
H -6.86 0.38 -1.28 0.0056
H -2.76 0.64 3.49 -0.0145
H -3.38 -2.26 2.73 0.0016
H -2.77 -1.72 4.29 -0.0011
H -1.77 -1.53 2.85 0.0108
H -5.49 -0.77 3.19 0.0001
H -5.27 0.96 3.52 -0.0023
H -4.75 -0.23 4.69 0.0106
H -4.28 2.92 0.78 0.0159
H -1.75 2.52 -0.91 -0.0013
H -2.79 3.94 -0.95 0.0004
H -3.41 2.40 -1.53 0.0032
H -1.32 2.91 1.60 0.0035
H -2.69 3.09 2.71 0.0004
H -2.37 4.33 1.50 0.0073
F -0.13 0.05 1.50 0.0520
B 0.40 0.64 2.77 0.0313
F 0.82 -0.39 3.59 -0.0007
F 1.46 1.43 2.38 0.0011
F -0.63 1.36 3.32 -0.0008
```

Properties
ΔE to the lowest compared entry with this formula, charge and spin = 0.00 kJ/mol
Gap between HOMO and LUMO (alpha / beta) = 9.377 / 7.349 eV
DFT total energy = -1920.88539 hartree
2S+1 = 5
Net charge = +2
Expectation value of S² = 6.01

=====

The following is a quantum chemistry calculation of C24H44BNP2W as an isolated structure, from the OMol25 dataset.

XYZ file:
```
73
Properties=species:S:1:pos:R:3:mulliken_spin:R:1
W -0.96 0.20 1.48 0.4552
C -1.41 1.52 3.45 -0.0143
C -1.79 2.17 2.22 0.0798
C -3.27 0.42 2.62 -0.0438
C -2.32 0.44 3.68 0.0930
C -2.94 1.47 1.70 -0.0558
C -0.40 2.02 4.42 -0.0021
H 0.40 2.59 3.93 0.0001
H 0.06 1.19 4.98 -0.0011
H -0.87 2.68 5.17 -0.0001
C -2.29 -0.50 4.83 -0.0099
H -1.34 -0.43 5.38 -0.0016
H -2.39 -1.55 4.50 0.0017
H -3.10 -0.29 5.53 0.0037
C -4.43 -0.51 2.51 0.0045
H -5.21 -0.25 3.25 -0.0007
H -4.13 -1.55 2.70 -0.0026
H -4.88 -0.46 1.52 0.0018
C -3.71 1.82 0.48 0.0122
H -4.61 2.41 0.73 -0.0012
H -4.04 0.92 -0.05 -0.0012
H -3.11 2.41 -0.22 -0.0004
C -1.25 3.47 1.71 -0.0078
H -1.87 4.31 2.04 0.0012
H -1.24 3.48 0.61 0.0041
H -0.23 3.64 2.05 0.0016
C 0.96 -0.83 1.66 0.2757
C 1.19 0.56 1.87 0.0621
C 1.78 1.47 0.82 0.0176
C 1.06 1.40 -0.54 -0.0967
C -0.37 0.93 -0.51 -0.0794
C -0.79 -0.42 -0.63 0.1971
C 0.11 -1.62 -0.64 0.0849
C 1.26 -1.58 0.39 0.0034
H 2.85 1.25 0.68 0.0266
H 1.67 0.78 -1.24 0.1884
H 1.74 2.51 1.18 -0.0010
H 2.17 -1.21 -0.10 0.0311
H 0.99 -1.43 2.58 -0.0082
H 1.42 0.85 2.89 -0.0134
H 1.46 -2.62 0.68 -0.0029
H -0.50 -2.51 -0.43 0.0058
H -1.77 -0.57 -1.10 -0.0431
H 0.54 -1.78 -1.64 0.0000
H 1.08 2.42 -0.96 -0.0037
H -1.08 1.66 -0.91 -0.0124
P 3.18 -0.27 -2.47 0.4878
C 4.44 -1.56 -2.09 0.0766
C 4.26 1.07 -3.14 0.0474
P 0.99 -0.29 -4.73 0.0266
C 2.57 -1.00 -4.05 0.0806
C 1.72 0.94 -5.92 0.0046
C 0.74 -1.65 -5.98 0.0033
H 3.92 -2.52 -1.97 -0.0021
H 4.95 -1.31 -1.15 -0.0022
H 5.18 -1.64 -2.89 0.0174
H 5.06 0.65 -3.78 0.0189
H 4.73 1.60 -2.30 -0.0010
H 3.67 1.80 -3.71 -0.0047
H 1.59 -1.74 -6.67 -0.0002
H -0.18 -1.45 -6.55 -0.0004
H 0.62 -2.59 -5.43 -0.0007
H 2.39 -2.07 -3.87 0.0051
H 3.37 -0.89 -4.80 0.0332
H 0.91 1.36 -6.53 -0.0002
H 2.45 0.47 -6.59 -0.0014
H 2.19 1.76 -5.37 0.0000
B -2.33 -4.06 2.63 0.0034
C -1.93 -2.71 2.07 0.1206
N -1.62 -1.62 1.70 -0.1087
H -2.75 -3.87 3.77 0.0088
H -1.34 -4.77 2.65 0.0176
H -3.21 -4.50 1.91 0.0213
```

Properties
ΔE to the lowest compared entry with this formula, charge and spin = 0.00 kJ/mol
Gap between HOMO and LUMO (alpha / beta) = 6.425 / 3.981 eV
DFT total energy = -1769.56649 hartree
2S+1 = 3
Net charge = +2
Expectation value of S² = 2.38

=====

The following is a quantum chemistry calculation of C24H44ClN3O7P4Pd as an isolated structure, from the OMol25 dataset.

XYZ file:
```
84
Properties=species:S:1:pos:R:3:mulliken_spin:R:1
Pd 0.72 1.16 1.01 1.2342
C -0.35 3.21 4.98 0.0011
C 0.66 2.15 4.60 0.0028
O 1.55 1.77 5.65 -0.0001
P -0.14 0.64 3.93 0.0048
O -0.97 0.04 5.16 0.0008
O 1.03 -0.42 3.79 0.0068
O -0.97 0.80 2.70 0.0443
P 1.72 2.69 3.16 -0.0075
O 2.69 3.81 3.77 -0.0005
O 2.53 1.47 2.76 0.0465
O 0.83 3.27 2.12 0.0436
H -1.03 2.85 5.75 0.0003
H -0.92 3.52 4.10 -0.0002
H 0.19 4.08 5.37 0.0002
H 1.07 1.28 6.32 0.0002
H -1.76 -0.43 4.84 -0.0011
H 1.83 0.07 3.44 0.0015
H 3.38 3.41 4.32 0.0025
C -3.16 -2.93 0.15 0.0010
P -2.71 -1.11 0.14 -0.0062
C -1.69 -1.29 -1.40 0.0015
N -2.24 -1.36 -2.58 -0.0006
C -1.46 -1.67 -3.65 0.0045
C -2.02 -1.71 -4.94 -0.0024
C -1.23 -2.06 -6.01 0.0033
C 0.13 -2.39 -5.83 -0.0019
C 0.69 -2.36 -4.59 0.0026
C -0.10 -1.99 -3.47 -0.0020
N 0.47 -1.92 -2.24 0.0100
C -0.25 -1.54 -1.23 0.0247
P 0.68 -1.21 0.35 0.1730
C 0.09 -2.47 1.54 0.0129
C 2.46 -1.83 0.07 0.0311
C 3.23 -1.47 1.34 0.0087
C 3.17 -1.15 -1.11 -0.0176
C 2.48 -3.35 -0.14 0.0102
C -4.40 -0.39 -0.31 -0.0020
C -5.16 -0.42 1.03 0.0004
C -4.25 1.07 -0.74 0.0094
C -5.20 -1.15 -1.37 0.0003
H -3.66 -3.21 -0.78 0.0001
H -3.80 -3.16 1.00 0.0000
H -2.26 -3.52 0.23 -0.0001
H -3.07 -1.47 -5.06 0.0000
H -1.66 -2.08 -7.01 0.0002
H 0.73 -2.66 -6.69 -0.0001
H 1.73 -2.61 -4.42 0.0000
H -0.02 -3.43 1.05 0.0044
H -0.85 -2.15 1.97 -0.0029
H 0.83 -2.54 2.34 -0.0007
H 3.32 -0.38 1.45 0.0005
H 4.25 -1.88 1.27 -0.0005
H 2.78 -1.87 2.24 -0.0001
H 3.01 -0.08 -1.09 0.0345
H 2.81 -1.53 -2.06 -0.0005
H 4.24 -1.33 -1.03 -0.0027
H 2.18 -3.89 0.75 0.0004
H 3.50 -3.66 -0.38 -0.0001
H 1.84 -3.64 -0.97 -0.0017
H -4.59 0.09 1.81 0.0002
H -5.35 -1.45 1.37 0.0000
H -6.12 0.08 0.92 0.0000
H -3.72 1.65 0.01 -0.0021
H -5.24 1.51 -0.89 0.0003
H -3.69 1.15 -1.67 -0.0014
H -5.57 -2.11 -1.00 0.0001
H -4.60 -1.32 -2.27 -0.0001
H -6.07 -0.55 -1.66 -0.0001
Cl -0.86 1.72 -0.76 0.2715
C 4.14 2.94 -1.17 0.1134
C 2.60 2.83 -1.26 -0.0136
C 2.20 2.41 -2.70 0.1066
C 1.96 4.19 -0.92 0.1068
N 2.15 1.87 -0.34 1.7731
H 4.48 3.76 -1.80 0.0065
H 4.61 2.01 -1.49 -0.0081
H 4.43 3.15 -0.13 -0.0106
H 2.57 3.16 -3.40 0.0073
H 1.12 2.34 -2.77 -0.0079
H 2.63 1.44 -2.94 -0.0101
H 2.29 4.92 -1.66 0.0050
H 2.24 4.51 0.08 -0.0020
H 0.87 4.11 -0.95 -0.0061
```

Properties
ΔE to the lowest compared entry with this formula, charge and spin = 16.81 kJ/mol
Gap between HOMO and LUMO (alpha / beta) = 7.946 / 7.136 eV
DFT total energy = -3585.52123 hartree
2S+1 = 5
Net charge = 0
Expectation value of S² = 6.02

=====

Question: Number 2 is which compound?
Answer: C24H44BF4NO2RhSb

=====

Question: The lowest net charge belongs to which entry?
Answer: C24H44ClN3O7P4Pd

=====

Question: 2S+1 of number 3 (C24H44BNP2W)?
Answer: 3